Here is an isolated molecule of C14H15ClF2O2 at a distorted geometry from the OMol25 dataset. Energies are from ωB97M-V/def2-TZVPD.

Output
HOMO-LUMO gap in eV: 8.965
Max |F| in eV/A: 3.09
E_HOMO in eV: -9.514
SMILES string: CCC/C=C/[C@H](O)C(F)(F)C(=O)c1ccc(Cl)cc1
Energy above the lowest of the compared OMol25 structures with the same formula, charge and spin in kJ/mol: 0.0

Element x y z (Å)
Cl: 1.179 -0.237 6.597
F: -3.053 0.109 -0.540
F: -3.094 -1.254 1.078
O: -2.197 1.923 1.201
O: -1.326 -2.200 -0.940
C: -1.189 0.452 2.728
C: -1.016 -1.034 -0.136
C: 0.826 -0.483 -1.843
C: 1.573 0.408 -2.790
C: -1.125 -0.830 3.325
C: -0.570 1.494 3.473
C: -0.216 -0.064 -1.033
C: 1.429 0.064 -4.275
C: -1.871 0.761 1.401
C: -2.280 -0.369 0.463
C: -0.447 -1.080 4.510
C: 2.581 0.645 -5.116
C: 0.191 -0.013 5.149
C: 0.092 1.279 4.635
H: 3.538 0.314 -4.732
H: 2.532 1.751 -5.120
H: 0.487 0.398 -4.640
H: -0.429 -2.050 4.996
H: 1.272 1.449 -2.630
H: 2.628 0.296 -2.510
H: -0.480 0.991 -1.048
H: -0.378 -1.366 0.695
H: 1.124 -1.551 -1.861
H: 0.539 2.106 5.170
H: -1.626 -1.722 2.888
H: -0.544 2.488 3.067
H: 1.386 -1.015 -4.400
H: 2.465 0.312 -6.137
H: -1.998 -1.973 -1.627

Cartesian forces (eV/Å) of the 2 atoms listed first:
Cl -0.62 -0.11 -0.65
F 0.20 0.46 -0.34

Calculated atomic charges, method Löwdin, unit e: atom 1 (Cl): 0.6445, atom 2 (F): 0.1150, atom 3 (F): 0.1187, atom 4 (O): 0.1316, atom 5 (O): -0.0270, atom 6 (C): -0.1005, atom 7 (C): -0.2534, atom 8 (C): -0.0771, atom 9 (C): -0.2292, atom 10 (C): -0.0256, atom 11 (C): -0.0163, atom 12 (C): -0.0102, atom 13 (C): -0.2615, atom 14 (C): -0.2302, atom 15 (C): -0.4600, atom 16 (C): -0.0875, atom 17 (C): -0.1075, atom 18 (C): -0.6182, atom 19 (C): -0.1126, atom 20 (H): 0.0659, atom 21 (H): 0.0807, atom 22 (H): 0.0944, atom 23 (H): 0.1105, atom 24 (H): 0.1164, atom 25 (H): 0.1143, atom 26 (H): 0.1096, atom 27 (H): 0.1496, atom 28 (H): 0.1245, atom 29 (H): 0.1101, atom 30 (H): 0.1282, atom 31 (H): 0.1186, atom 32 (H): 0.1032, atom 33 (H): 0.0606, atom 34 (H): 0.1208

---

Here is an isolated molecule of C2H3N3S2 at a distorted geometry from the OMol25 dataset. Energies are from ωB97M-V/def2-TZVPD.

Output
HOMO-LUMO gap in eV: 8.336
Max |F| in eV/A: 4.03
E_HOMO in eV: -8.266
SMILES string: Nc1nc(=S)s[nH]1
Energy above the lowest of the compared OMol25 structures with the same formula, charge and spin in kJ/mol: 0.0

Element x y z (Å)
S: 1.922 4.391 -0.213
S: 1.695 1.982 -2.089
N: 0.829 0.679 -1.346
N: -0.338 0.043 0.729
N: 0.763 2.095 0.441
C: 0.427 0.925 0.027
C: 1.441 2.871 -0.466
H: 0.256 0.149 -1.940
H: 0.051 -0.890 0.809
H: -0.793 0.536 1.425

Cartesian forces (eV/Å) of the 2 atoms listed first:
S 0.32 0.24 -0.14
S -0.97 -0.07 2.57

Calculated atomic charges, method Löwdin, unit e: atom 1 (S): 0.5993, atom 2 (S): 0.8840, atom 3 (N): -0.2866, atom 4 (N): 0.1630, atom 5 (N): 0.0208, atom 6 (C): -0.4771, atom 7 (C): -1.1545, atom 8 (H): 0.0557, atom 9 (H): 0.1181, atom 10 (H): 0.0773

---

Here is an isolated molecule of C16H21Cl2NO5S at a distorted geometry from the OMol25 dataset. Energies are from ωB97M-V/def2-TZVPD.

Output
HOMO-LUMO gap in eV: 9.939
Max |F| in eV/A: 5.98
E_HOMO in eV: -10.007
SMILES string: CCCC(=O)OCCN(Cc1ccc(S(C)(=O)=O)cc1)C(=O)C(Cl)Cl
Energy above the lowest of the compared OMol25 structures with the same formula, charge and spin in kJ/mol: 43.2

Element x y z (Å)
Cl: -2.605 -4.565 2.362
Cl: -1.617 -2.755 4.357
S: 2.994 2.339 -1.074
O: -3.971 -1.829 1.892
O: -1.752 0.247 -0.904
O: 2.443 3.658 -1.543
O: 3.132 1.167 -2.038
O: -2.218 -1.906 -1.706
N: -2.139 -0.473 1.907
C: 0.121 1.982 1.927
C: 4.562 2.588 -0.289
C: -2.786 -1.657 2.279
C: 0.071 0.621 2.012
C: 1.301 -1.378 -4.028
C: -2.884 0.594 1.243
C: -0.063 -1.159 -1.976
C: -1.449 -0.949 -1.502
C: 2.179 0.460 0.840
C: 2.022 1.787 0.389
C: -1.988 -2.923 2.611
C: 1.036 2.599 1.009
C: -1.084 0.025 2.761
C: -3.036 0.306 -0.321
C: -0.065 -1.526 -3.401
C: 1.156 -0.131 1.521
H: 4.709 3.608 0.125
H: 1.139 -1.520 -5.079
H: 2.019 -2.027 -3.604
H: 0.646 3.412 0.480
H: 0.329 -0.178 -1.865
H: 2.937 -0.257 0.588
H: 1.168 -1.220 1.620
H: -0.759 -0.988 -3.970
H: -3.840 0.890 1.487
H: 1.708 -0.324 -3.887
H: -0.331 -2.576 -3.575
H: -2.454 1.523 1.430
H: 5.330 2.499 -0.986
H: 0.414 -1.878 -1.427
H: -1.418 0.681 3.538
H: -3.588 -0.608 -0.408
H: -1.101 -2.920 1.923
H: -0.628 -0.798 3.328
H: -0.670 2.605 2.231
H: 4.694 1.886 0.508
H: -3.665 1.069 -0.788

Cartesian forces (eV/Å) of the 2 atoms listed first:
Cl -0.64 0.81 -0.20
Cl 0.41 -0.30 0.08

Calculated atomic charges, method Löwdin, unit e: atom 1 (Cl): 0.6182, atom 2 (Cl): 0.6159, atom 3 (S): 0.7595, atom 4 (O): 0.0393, atom 5 (O): 0.0196, atom 6 (O): -0.3570, atom 7 (O): -0.3645, atom 8 (O): 0.0808, atom 9 (N): -0.0187, atom 10 (C): -0.0164, atom 11 (C): -0.1471, atom 12 (C): -0.4664, atom 13 (C): -0.1977, atom 14 (C): -0.0953, atom 15 (C): -0.0801, atom 16 (C): -0.1287, atom 17 (C): -0.4159, atom 18 (C): -0.0721, atom 19 (C): -0.2571, atom 20 (C): -0.9902, atom 21 (C): 0.0012, atom 22 (C): -0.1489, atom 23 (C): -0.1110, atom 24 (C): -0.2603, atom 25 (C): -0.0221, atom 26 (H): 0.0931, atom 27 (H): 0.0661, atom 28 (H): 0.0606, atom 29 (H): 0.0951, atom 30 (H): 0.1103, atom 31 (H): 0.1178, atom 32 (H): 0.1263, atom 33 (H): 0.1039, atom 34 (H): 0.1018, atom 35 (H): 0.0900, atom 36 (H): 0.1262, atom 37 (H): 0.0894, atom 38 (H): 0.0432, atom 39 (H): 0.1113, atom 40 (H): 0.1317, atom 41 (H): 0.1039, atom 42 (H): 0.0824, atom 43 (H): 0.0703, atom 44 (H): 0.0995, atom 45 (H): 0.0589, atom 46 (H): 0.1333

---

Here is a cluster of 2 separate species, C18H25NO3 in total at a distorted geometry from the OMol25 dataset. Energies are from ωB97M-V/def2-TZVPD.

Output
HOMO-LUMO gap in eV: 6.012
Max |F| in eV/A: 1.93
E_HOMO in eV: -6.810
Energy above the lowest of the compared OMol25 structures with the same formula, charge and spin in kJ/mol: 470.1

Element x y z (Å)
O: 0.821 -3.243 3.115
O: 2.797 -1.417 2.440
O: 2.103 0.725 2.395
N: -3.002 -2.701 6.530
C: 0.837 0.807 6.836
C: 1.762 1.659 7.426
C: 3.533 2.443 1.491
C: 2.662 -0.513 5.915
C: 3.267 0.966 1.596
C: -3.550 -1.731 7.467
C: 1.273 -0.323 6.115
C: 0.318 -1.310 5.636
C: 0.095 -2.263 2.960
C: 3.134 1.403 7.311
C: -0.354 0.274 3.276
C: 0.565 -0.877 3.256
C: 1.922 -0.593 2.667
C: -1.781 -2.562 6.007
C: -3.815 -3.862 6.201
C: -1.359 -2.421 2.557
C: 3.578 0.329 6.526
C: -0.981 -1.422 6.166
H: 2.988 -1.354 5.298
H: -3.661 -0.747 6.995
H: 3.107 0.540 0.597
H: -1.027 0.243 4.149
H: 4.119 0.458 2.057
H: 1.398 2.515 7.998
H: 0.750 -2.191 5.150
H: 4.387 2.596 0.828
H: 3.854 2.041 7.826
H: -1.676 -3.445 2.785
H: -3.242 -4.787 6.339
H: -2.912 -1.622 8.355
H: -2.009 -1.706 3.079
H: -1.405 -3.407 5.417
H: -0.958 0.311 2.353
H: -4.535 -2.092 7.779
H: 2.686 2.996 1.080
H: -4.145 -3.822 5.154
H: 3.791 2.875 2.460
H: 4.644 0.139 6.404
H: -1.422 -2.247 1.472
H: -4.695 -3.871 6.850
H: -0.234 1.008 6.931
H: 0.243 1.198 3.332
H: -1.412 -0.593 6.734

Cartesian forces (eV/Å) of the 2 atoms listed first:
O -0.69 0.28 -0.14
O -0.69 0.72 0.07

Calculated atomic charges, method Löwdin, unit e: atom 1 (O): 0.0309, atom 2 (O): 0.0762, atom 3 (O): -0.0388, atom 4 (N): -0.2105, atom 5 (C): -0.0331, atom 6 (C): -0.0847, atom 7 (C): -0.0762, atom 8 (C): -0.0124, atom 9 (C): -0.2373, atom 10 (C): -0.0423, atom 11 (C): -0.2099, atom 12 (C): -0.0476, atom 13 (C): -0.4636, atom 14 (C): -0.0837, atom 15 (C): -0.0916, atom 16 (C): -0.1703, atom 17 (C): -0.4488, atom 18 (C): -0.0570, atom 19 (C): -0.0389, atom 20 (C): -0.0216, atom 21 (C): -0.0739, atom 22 (C): -0.0721, atom 23 (H): 0.1268, atom 24 (H): 0.0966, atom 25 (H): 0.1308, atom 26 (H): 0.0680, atom 27 (H): 0.1212, atom 28 (H): 0.1027, atom 29 (H): 0.1085, atom 30 (H): 0.0767, atom 31 (H): 0.1012, atom 32 (H): 0.0764, atom 33 (H): 0.0964, atom 34 (H): 0.1031, atom 35 (H): 0.0689, atom 36 (H): 0.1461, atom 37 (H): 0.0889, atom 38 (H): 0.0843, atom 39 (H): 0.0762, atom 40 (H): 0.0954, atom 41 (H): 0.0762, atom 42 (H): 0.1066, atom 43 (H): 0.0956, atom 44 (H): 0.0837, atom 45 (H): 0.1050, atom 46 (H): 0.0884, atom 47 (H): 0.0834